Entry from the Open Molecules 2025 dataset: 2 unconnected molecules or ions with the total composition C5H11NO (ωB97M-V/def2-TZVPD).

Last columns: bonded neighbours and bond lengths (Å).
Geometry (Å):
1 C 1.107 0.828 0.747  C2 1.344, H7 1.051, H8 1.102
2 C 1.115 -0.488 1.020  C1 1.344, N3 1.434, C4 1.453
3 N 2.068 -1.092 1.905  C2 1.434, H9 1.041, H10 1.102
4 C 0.033 -1.258 0.428  C2 1.453, C5 1.347, H11 1.169
5 C -1.157 -0.650 0.260  C4 1.347, C6 1.524, H12 1.104
6 C -2.349 -1.183 -0.526  C5 1.524, H13 1.064, H14 1.140, H15 1.155
7 H 1.709 1.556 0.287  C1 1.051
8 H 0.134 1.282 0.996  C1 1.102
9 H 2.772 -0.389 2.214  N3 1.041
10 H 1.562 -1.399 2.835  N3 1.102
11 H 0.246 -2.401 0.310  C4 1.169
12 H -1.426 0.264 0.817  C5 1.104
13 H -3.258 -0.635 -0.601  C6 1.064
14 H -2.221 -1.848 -1.443  C6 1.140
15 H -2.847 -1.915 0.216  C6 1.155
16 O 1.016 3.328 -2.795  H17 1.010, H18 0.976
17 H 0.666 2.395 -2.957  O16 1.010
18 H 0.830 3.604 -3.713  O16 0.976

Orbital gap in eV: 7.18
Structure (SMILES): C=C(N)/C=C/C.O
Relative energy (zero: lowest compared OMol25 entry of this formula, charge and spin) in kJ/mol: 521.7
Largest force on an atom in eV/Å: 4.07